C4H9N2 | the ωB97M-V functional and the def2-TZVPD basis

Calculated values
- Lowest unoccupied orbital energy: -4.301 eV
- Spin multiplicity: 1
- Charge: +1
- DFT total energy: -266.84843 hartree

Element x y z (Å)
C -1.426 -0.580 -1.245
N -0.497 -0.877 -0.209
C -0.622 0.236 1.208
C -0.104 1.323 0.404
N 0.449 0.026 0.289
C 1.815 -0.400 0.314
H -1.695 -1.554 -1.470
H -2.327 -0.116 -0.898
H -0.885 -0.181 -2.133
H -0.921 0.019 2.251
H -0.810 1.678 -0.312
H 0.483 2.133 0.952
H 1.723 -1.426 0.040
H 2.347 0.082 -0.505
H 2.472 -0.365 1.315

Just the Mulliken charges please, in e? Sure, here they are: number 1, C, carries -0.859; number 2, N, carries -0.547; number 3, C, carries -0.182; number 4, C, carries -0.335; number 5, N, carries 0.703; number 6, C, carries -0.753; number 7, H, carries 0.356; number 8, H, carries 0.383; number 9, H, carries 0.346; number 10, H, carries 0.297; number 11, H, carries 0.274; number 12, H, carries 0.299; number 13, H, carries 0.366; number 14, H, carries 0.356; number 15, H, carries 0.296